The following is a quantum chemistry calculation of a gas-phase ion, C5H7N4O (charge +1), from OMol25.

## Properties
frontier orbital gap (spin up / spin down) = 6.686 / 7.529 eV
total charge = +1
spin multiplicity = 3
HOMO (spin up / spin down) = -0.3741 / -0.5524 Eh

Last column: Mulliken spin population.
Element x y z (Å)
C  -0.25395  1.46766  -1.31338  -0.010
C  -0.71018  -1.80272  1.43984  0.663
C  1.12103  1.01181  0.71095  -0.023
C  0.94296  1.82626  -0.54400  0.007
C  -0.33550  -0.74024  -0.45453  -0.039
N  -0.88918  0.32869  -1.20642  0.060
N  -1.23796  -1.62147  0.24947  0.354
N  0.59774  -0.29787  0.58997  0.296
N  0.32165  -1.03658  1.70254  0.530
O  1.75709  1.21435  1.71475  0.111
H  -0.66659  2.16930  -1.95705  0.003
H  -0.95281  -2.49357  2.11621  0.040
H  1.66317  1.56888  -1.30314  0.002
H  1.14902  2.86458  -0.36392  0.000
H  0.06376  -1.25179  -1.30016  0.046
H  -1.89482  -2.23793  -0.14886  -0.023
H  0.92712  -0.75165  2.58200  -0.017

---

The following is a quantum chemistry calculation of 2 unconnected molecules or ions with the total composition C5H7N4O2, from OMol25.

## Properties
frontier orbital gap (spin up / spin down) = 8.656 / 8.656 eV
total charge = +1
HOMO (spin up / spin down) = -0.4938 / -0.4938 Eh

Last column: natural (NBO) charge in e.
Element x y z (Å)
C  2.59380  0.97122  -1.05994  0.268
C  0.68417  0.70698  0.04496  -0.017
C  0.53950  0.53513  -1.34833  0.295
C  -1.77963  0.32960  -1.16980  0.384
C  -0.44694  0.62515  0.87718  0.613
N  1.76752  0.53131  -1.90715  -0.439
N  2.05291  0.99056  0.24852  -0.504
N  -0.65610  0.09538  -1.89103  -0.473
N  -1.63281  0.49524  0.17825  -0.519
O  0.00418  -1.98115  0.95593  -1.012
O  -0.42906  0.55328  2.12594  -0.528
H  3.73143  1.07325  -1.27427  0.254
H  -2.80186  0.35762  -1.53386  0.261
H  2.45784  1.10203  1.17045  0.463
H  -0.69655  -0.34178  -2.78837  0.466
H  -2.51394  0.66188  0.72629  0.470
H  0.78356  -1.54935  1.04981  0.478
H  -0.24815  -2.99207  1.36490  0.541

---

The evaluated energy above the lowest of the compared OMol25 structures with the same formula, charge and spin for the records listed, in turn: 10.11, 0.00 kcal/mol.